This record from the OMol25 dataset describes C22H40B3F2N5O3 as an isolated structure in a non-equilibrium geometry. The level of theory is ωB97M-V/def2-TZVPD.

Values from the calculation:
Total charge ... 0
HOMO level ... -8.103 eV
F_max ... 0.282 Eh/bohr
Kohn-Sham gap ... 8.481 eV
E_tot ... -1636.1519 Ha
LUMO ... 0.38 eV

```
75
C22H40B3F2N5O3 | the OMol25 dataset | ωB97M-V/def2-TZVPD
F 3.25389 -1.07072 -1.61743
C 3.69198 -0.00018 -2.47295
C 2.82236 0.16681 -3.82127
B 1.26615 -0.25668 -3.67652
O 0.25550 0.69248 -4.14528
B -0.20569 1.28833 -2.89120
O -0.20793 0.36159 -1.75929
B -0.34127 -1.00010 -2.26241
F -1.47782 -1.82856 -1.98822
O 0.75751 -1.45999 -3.09267
H 3.65520 0.96998 -1.87584
H 4.76009 -0.26291 -2.81818
H 2.83358 1.29782 -4.05464
H 3.35687 -0.33480 -4.70077
H -0.49781 2.42904 -2.80276
C 0.70372 3.97471 1.51578
C 1.36656 2.77484 2.18149
C 2.30515 2.00961 1.24510
C 1.59532 1.38949 0.12091
N 1.03181 0.90242 -0.77418
H 0.06331 3.66868 0.68406
H 0.07871 4.50661 2.23676
H 1.45222 4.67478 1.13438
H 0.59289 2.10530 2.56965
H 1.94289 3.12833 3.04166
H 2.81276 1.22640 1.81730
H 3.08340 2.67986 0.86774
C 3.71091 -0.71294 4.49873
C 4.75511 0.28685 4.98099
C 4.25430 1.17649 6.12071
C 3.15301 2.04838 5.70263
N 2.28421 2.72681 5.37534
H 2.83548 -0.20802 4.08171
H 4.13203 -1.34785 3.71525
H 3.37918 -1.35819 5.31638
H 5.08120 0.90302 4.13711
H 5.63249 -0.26651 5.32937
H 5.08318 1.79696 6.47490
H 3.93895 0.55840 6.96646
C -1.49796 1.65316 -7.56145
C -2.49777 0.74892 -6.85134
C -3.77791 1.47496 -6.44061
C -3.52517 2.51417 -5.44183
N -3.32357 3.33436 -4.66070
H -1.15308 2.45880 -6.90855
H -0.62176 1.07704 -7.86799
H -1.93997 2.10015 -8.45620
H -2.01956 0.30226 -5.97404
H -2.76203 -0.07307 -7.52384
H -4.47972 0.74439 -6.02599
H -4.26099 1.91236 -7.31927
C 3.16461 -4.48382 5.77591
C 2.15157 -5.40011 6.45053
C 0.85611 -4.68276 6.83420
C 1.07263 -3.64873 7.85057
N 1.24489 -2.83306 8.64241
H 3.48758 -3.68272 6.44571
H 4.05195 -5.05202 5.48674
H 2.74342 -4.03044 4.87445
H 2.60846 -5.85299 7.33575
H 1.90877 -6.21696 5.76407
H 0.14620 -5.41923 7.22286
H 0.39684 -4.24023 5.94542
C -6.78724 -1.42852 -2.04333
C -6.01705 -0.42510 -2.89297
C -6.68581 0.94977 -2.95473
C -7.98899 0.90634 -3.62484
N -9.01377 0.87008 -4.14505
H -7.77739 -1.62933 -2.46014
H -6.24719 -2.37733 -1.99994
H -6.91187 -1.06230 -1.02080
H -5.89162 -0.82905 -3.90263
H -5.01471 -0.30722 -2.46971
H -6.02961 1.63692 -3.49843
H -6.79966 1.35474 -1.94505
```



This record from the OMol25 dataset describes a 4-piece molecular cluster, C22H40BN2O6 overall in a non-equilibrium geometry. The level of theory is ωB97M-V/def2-TZVPD.

Values from the calculation:
Total charge ... +1
HOMO level ... -11.604 eV
F_max ... 0.036 Eh/bohr
Kohn-Sham gap ... 7.085 eV
E_tot ... -1447.8039 Ha
LUMO ... -4.52 eV

```
71
C22H40BN2O6 | the OMol25 dataset | ωB97M-V/def2-TZVPD
C 4.15519 -6.62246 -2.33984
C 3.53249 -5.61984 -2.10199
C 3.13218 -4.18491 -1.83462
C 2.10760 -3.71113 -2.88793
C 2.39466 -3.79892 -4.28142
C 3.72937 -4.35121 -4.83763
O 4.70839 -3.69341 -4.98576
O 3.73897 -5.67790 -5.19960
C 1.46454 -3.36628 -5.27179
C 0.23442 -2.88172 -4.83196
N -0.68617 -2.45288 -5.84988
N -0.05472 -2.79373 -3.50840
B -1.42242 -2.26014 -3.02724
O -1.75181 -0.94310 -3.16962
C -2.37764 -3.32220 -2.32679
C -3.79544 -3.43207 -2.99494
C 0.83612 -3.16753 -2.55348
C 0.51499 -3.02023 -1.06522
C 1.25099 -2.15554 -0.37369
H 4.82104 -7.46460 -2.49139
H 2.73237 -4.17162 -0.80988
H 3.99860 -3.49945 -1.86156
H 2.87843 -5.87384 -5.60894
H 1.73664 -3.43640 -6.33344
H -1.57570 -2.94309 -5.77638
H -0.79496 -1.44474 -5.77386
H -1.24892 -0.54564 -3.89712
H -2.41021 -3.04422 -1.25129
H -1.90101 -4.32824 -2.36104
H -4.13839 -4.47695 -2.84063
H -4.50007 -2.80265 -2.42584
H -3.80867 -3.25229 -4.08278
H -0.27652 -3.64887 -0.63998
H 1.97619 -1.46917 -0.83486
H 1.17817 -2.10843 0.72698
C -1.16263 2.38047 0.48335
C -0.00230 2.00884 1.39081
C 1.33074 2.40388 0.77613
O -0.01661 0.59843 1.63283
H -1.08923 1.86025 -0.47737
H -2.11150 2.08220 0.93263
H -1.18789 3.45573 0.29581
H -0.12075 2.50248 2.35691
H 1.48857 1.88319 -0.17432
H 2.15467 2.12184 1.43425
H 1.38053 3.47880 0.59654
H 0.08700 0.15381 0.78492
C 0.86548 0.27725 6.15575
C 0.26255 1.67338 6.14587
C -1.25692 1.61874 6.10761
O 0.74336 2.39323 5.01096
H 0.58732 -0.27085 5.25040
H 1.95541 0.33130 6.17331
H 0.53015 -0.29219 7.02460
H 0.58781 2.21978 7.03270
H -1.60371 1.11372 5.20077
H -1.67585 2.62648 6.09092
H -1.65583 1.08944 6.97489
H 0.46174 1.91877 4.22010
C -2.46943 5.97180 2.99128
C -1.44506 6.52957 2.01481
C -0.94110 7.89357 2.45919
O -2.03256 6.63523 0.71737
H -3.34163 6.62849 3.05517
H -2.82904 4.99735 2.65415
H -2.04370 5.86019 3.99024
H -0.60394 5.83759 1.93085
H -1.76274 8.61392 2.50565
H -0.21530 8.28486 1.74441
H -0.46915 7.84004 3.44188
H -2.77717 7.24386 0.77848
```



This record from the OMol25 dataset describes C22H40BeCaF9N4O17PS4 as an isolated structure in a non-equilibrium geometry. The level of theory is ωB97M-V/def2-TZVPD.

Values from the calculation:
Total charge ... 0
HOMO level ... -5.646 eV
F_max ... 0.066 Eh/bohr
Kohn-Sham gap ... 1.285 eV
E_tot ... -5885.0439 Ha
LUMO ... -4.36 eV

```
99
C22H40BeCaF9N4O17PS4 | the OMol25 dataset | ωB97M-V/def2-TZVPD
O 2.25600 -0.50903 1.29832
S 0.94561 0.05179 1.07942
O -0.08588 -1.19257 0.82227
C 0.50056 -2.47811 0.56055
C 1.22852 -2.55066 -0.79175
C 1.06797 -3.88467 -1.52026
C -0.19051 -3.93010 -2.37898
C -1.42781 -4.56921 -1.72995
C -2.69950 -3.76893 -2.01923
S -3.24772 -2.93418 -0.50233
C -3.43655 -1.24608 -0.77552
N -2.97862 -0.41519 -1.61976
N -3.47694 0.81803 -1.26514
C -4.19351 0.68151 -0.24878
O -4.26468 -0.67962 0.15365
C 0.86293 -1.37084 -1.66825
C 1.59013 -0.07815 -1.42474
P 1.43272 0.90729 -2.96128
O 2.21319 2.12641 -2.93770
O -0.12897 1.23343 -3.07055
O 1.75457 -0.04633 -4.28844
O 0.99161 0.73506 -0.40241
H -0.28693 -3.22206 0.57363
H 1.18520 -2.76398 1.34809
H 2.27794 -2.44343 -0.54702
H 1.97221 -4.10008 -2.07069
H 1.00694 -4.67503 -0.77199
H 0.02976 -4.53392 -3.25035
H -0.47256 -2.95933 -2.76111
H -1.57205 -5.53720 -2.19304
H -1.32770 -4.76356 -0.66808
H -2.54947 -3.08654 -2.84572
H -3.49831 -4.43284 -2.31384
H -4.70209 1.46296 0.30392
H -0.21187 -1.21865 -1.61505
H 1.06259 -1.68656 -2.68528
H 2.65461 -0.21940 -1.28434
H -0.49167 0.95415 -3.92424
H 0.94719 -0.50954 -4.59222
C -1.48987 3.66688 -0.97132
C -1.96835 3.65526 -2.41815
O -3.37482 3.53529 -2.58716
C -4.15997 4.74406 -2.52759
O -3.73974 5.69599 -3.28816
C -4.37105 5.25203 -1.06653
F -4.55999 4.20941 -0.19226
F -5.47909 5.99974 -1.01567
F -3.37161 5.99050 -0.57908
H -2.05698 2.95326 -0.36863
H -0.43066 3.40256 -0.93150
H -1.59094 4.64703 -0.51441
H -1.56042 2.76527 -2.88436
H -1.56673 4.50309 -2.97807
H -5.18564 4.33839 -2.76692
Ca -6.52360 0.39047 0.75465
O 6.13245 0.93472 -3.20569
C 5.24707 0.06034 -3.16162
C 5.20218 -0.56844 -1.49674
O 4.32683 -1.45606 -1.47469
H 5.39096 -0.89586 -3.75040
H 4.18847 0.35872 -3.35622
H 5.04669 0.33671 -0.88169
H 6.26373 -0.85569 -1.26838
C 9.15296 -1.84741 2.24503
C 7.77354 -2.02131 1.62897
C 6.85937 -2.96882 2.40282
O 7.24778 -4.31194 2.17980
C 8.03246 -4.91655 3.21113
N 7.93352 -2.62552 0.26317
H 9.74867 -2.75931 2.17994
H 9.70689 -1.05760 1.73523
H 9.06721 -1.56571 3.29201
H 7.29987 -1.04875 1.49913
H 5.84201 -2.87339 2.01206
H 6.82813 -2.71357 3.46200
H 7.80483 -4.49268 4.18941
H 9.09840 -4.80650 3.00169
H 7.79486 -5.97741 3.22505
H 8.69482 -2.21533 -0.27786
H 7.06445 -2.54776 -0.28186
H 8.10755 -3.63192 0.38261
Be 3.02198 -1.41083 -4.64957
C -10.04667 3.27472 7.35804
F -11.09426 2.64422 7.89445
F -10.06471 4.54828 7.76485
F -8.92579 2.70730 7.83022
S -10.12328 3.16412 5.52478
O -11.33323 3.83359 5.15753
O -10.05842 1.75709 5.23233
N -8.77962 3.96850 5.22907
S -8.36968 4.14836 3.72579
O -9.18718 5.01484 2.93466
O -7.95188 2.92152 3.07256
C -6.81582 5.06929 4.00506
F -5.95351 4.35143 4.74768
F -7.04525 6.22039 4.63410
F -6.24592 5.32372 2.82802
O 4.91473 -0.44274 -5.69464
H 4.89530 0.45922 -6.02659
```